No. 1
Computed, not measured: 12 unconnected molecules or ions with the total composition C14H52N14O12, with the ωB97M-V functional and the def2-TZVPD basis.

Structure (SMILES) = NC(N)=O.NC(N)=O.NC(N)=O.NC(N)=O.NC(N)=O.NC(N)=O.NC(N)=O.CCO.CCO.CO.CO.CO
Energy = -60789.6711 eV
ΔE to the lowest compared entry with this formula, charge and spin = 79.9 kcal per mole

Cartesian coordinates (Å):
N: -9.5238 -1.1720 10.0504
C: -8.3963 -1.4426 10.5430
N: -8.4748 -2.2563 11.5857
O: -7.1528 -1.0327 10.0596
H: -9.5923 -0.4190 9.3471
H: -10.3999 -1.4836 10.4206
H: -7.6093 -2.8481 11.7669
H: -9.3110 -2.5209 12.0657
N: -14.5214 -3.9554 10.5354
C: -14.6197 -4.6764 9.4765
N: -13.8064 -5.6765 9.4233
O: -15.4949 -4.3787 8.4573
H: -15.0679 -3.0672 10.5705
H: -13.7320 -4.1341 11.2320
H: -14.0596 -6.2821 8.6686
H: -13.5753 -6.1234 10.3246
N: -13.9644 2.0077 12.2506
C: -13.1509 2.1466 11.2634
N: -13.7122 2.1215 10.0644
O: -11.8015 2.2943 11.5033
H: -13.5495 1.7851 13.1574
H: -14.9885 1.9916 12.0571
H: -13.1868 2.0512 9.2145
H: -14.7436 1.7486 9.9182
N: -16.0843 -0.1025 7.5885
C: -16.1546 -0.1352 8.9215
N: -16.2199 1.0418 9.5375
O: -16.1884 -1.3921 9.6009
H: -16.1339 -1.0266 7.0389
H: -16.1136 0.7615 7.1085
H: -16.5258 0.9585 10.5197
H: -16.3967 1.9160 9.0148
N: -9.3993 -3.8257 8.9074
C: -10.3475 -4.6631 8.5737
N: -11.4658 -4.4382 9.2475
O: -10.1713 -5.6829 7.6084
H: -8.4765 -4.0414 8.5471
H: -9.5652 -3.0349 9.5484
H: -12.3931 -4.9383 9.1210
H: -11.5403 -3.6848 9.9584
N: -9.7176 3.1792 7.6430
C: -10.2062 2.7014 8.7530
N: -10.8014 3.6257 9.3679
O: -10.0191 1.3938 9.2286
H: -9.0883 2.5128 7.0644
H: -9.4618 4.1821 7.5185
H: -11.3809 3.3035 10.2538
H: -11.0526 4.5341 8.9886
N: -15.3228 -0.8645 12.2671
C: -14.8232 -1.8907 12.9831
N: -15.6275 -2.5401 13.8218
O: -13.4890 -2.2288 12.9522
H: -14.6321 -0.2580 11.9002
H: -16.3090 -0.5957 12.2304
H: -15.2682 -3.4236 14.2093
H: -16.4717 -2.0650 14.2431
C: -10.4820 -4.2150 13.4780
C: -11.1141 -5.2865 12.6062
O: -12.4735 -4.9753 12.2147
H: -10.7545 -3.2068 13.1916
H: -9.3490 -4.2766 13.4774
H: -10.8247 -4.3137 14.5305
H: -11.1710 -6.2165 13.0994
H: -10.4034 -5.3814 11.7534
H: -12.9268 -5.8209 12.1576
C: -10.5363 1.0581 14.3233
C: -10.5051 -0.1572 13.4527
O: -9.6325 -1.0876 14.1563
H: -9.6613 1.6590 14.3479
H: -10.7612 0.8922 15.4100
H: -11.2936 1.7222 13.9143
H: -10.2468 0.0906 12.4365
H: -11.4825 -0.6275 13.5059
H: -8.7301 -0.8720 13.9143
C: -12.5381 0.5400 6.7359
O: -13.5340 1.1548 7.4746
H: -11.5558 1.0547 6.7541
H: -12.9536 0.4089 5.6991
H: -12.4092 -0.4871 7.0686
H: -14.4138 0.6987 7.3260
C: -13.5028 -2.7358 6.6840
O: -12.0967 -2.9656 6.7598
H: -13.6157 -1.9598 5.8801
H: -14.0097 -2.3754 7.5993
H: -14.0182 -3.7282 6.4484
H: -11.9129 -3.2641 7.6697
C: -12.4638 -1.0047 9.9416
O: -12.0102 -1.9634 10.8591
H: -12.5880 -1.4696 8.9750
H: -11.8200 -0.0876 9.8387
H: -13.4615 -0.6271 10.1745
H: -12.7115 -2.0636 11.5197

The net atomic charges from Löwdin, expressed in e, are:
1 N 0.158
2 C -0.648
3 N 0.151
4 O -0.147
5 H 0.102
6 H 0.046
7 H 0.156
8 H 0.046
9 N 0.197
10 C -0.649
11 N 0.137
12 O -0.117
13 H 0.100
14 H 0.092
15 H 0.143
16 H 0.134
17 N 0.161
18 C -0.600
19 N 0.161
20 O -0.097
21 H 0.133
22 H 0.124
23 H 0.065
24 H 0.077
25 N 0.156
26 C -0.505
27 N 0.120
28 O -0.121
29 H 0.193
30 H 0.102
31 H 0.126
32 H 0.156
33 N 0.178
34 C -0.596
35 N 0.129
36 O -0.170
37 H 0.132
38 H 0.068
39 H 0.065
40 H 0.087
41 N 0.116
42 C -0.640
43 N 0.145
44 O -0.135
45 H 0.164
46 H 0.129
47 H 0.102
48 H 0.123
49 N 0.172
50 C -0.537
51 N 0.159
52 O -0.095
53 H 0.049
54 H 0.118
55 H 0.133
56 H 0.145
57 C -0.081
58 C -0.257
59 O -0.117
60 H 0.036
61 H 0.100
62 H 0.090
63 H 0.097
64 H 0.116
65 H 0.075
66 C -0.102
67 C -0.282
68 O -0.105
69 H 0.063
70 H 0.094
71 H 0.037
72 H 0.101
73 H 0.093
74 H 0.074
75 C -0.150
76 O -0.167
77 H 0.088
78 H 0.097
79 H 0.041
80 H 0.048
81 C -0.191
82 O -0.129
83 H 0.074
84 H 0.046
85 H 0.096
86 H 0.024
87 C -0.128
88 O -0.175
89 H 0.056
90 H 0.084
91 H 0.061
92 H 0.001

***

No. 2
Computed, not measured: 12 unconnected molecules or ions with the total composition C14H52N22O12, with the ωB97M-V functional and the def2-TZVPD basis.

Structure (SMILES) = NC(N)=O.NC(N)=O.NC(N)=O.NC(N)=O.NC(N)=O.NC(N)=O.NC(N)=O.NC(N)=O.NC(N)=O.NC(N)=O.NC(N)=O.CC(C)O
Energy = -72726.1176 eV
ΔE to the lowest compared entry with this formula, charge and spin = 14.3 kcal per mole

Cartesian coordinates (Å):
N: -0.1216 -0.1208 0.7118
C: 0.8416 -0.6397 -0.0755
N: 1.1858 -1.9119 0.2237
O: 1.3234 -0.0380 -1.0418
H: -0.4276 0.8338 0.6568
H: -0.6288 -0.6856 1.3688
H: 0.6751 -2.4008 0.9475
H: 2.0433 -2.3296 -0.0852
N: -0.1020 -1.8505 4.8724
C: -0.6141 -2.0659 3.6469
N: -1.8189 -1.4810 3.3937
O: -0.0310 -2.7347 2.7880
H: 0.8995 -1.9286 4.9538
H: -0.6035 -1.4682 5.6516
H: -2.3747 -1.0699 4.1164
H: -2.2506 -1.7434 2.5183
N: -3.8517 -3.2435 -0.0469
C: -2.9544 -2.2160 -0.2051
N: -1.9095 -2.4807 -1.0365
O: -3.0620 -1.1846 0.4650
H: -4.5093 -3.1924 0.7070
H: -3.8500 -4.0364 -0.6624
H: -1.8578 -3.4339 -1.3504
H: -1.0702 -1.9489 -0.8675
N: 0.8999 -1.1229 -3.7513
C: 1.0542 -1.4066 -5.0883
N: 0.1402 -0.7032 -5.8176
O: 1.8763 -2.1702 -5.5563
H: 0.6371 -0.1724 -3.5520
H: 1.5611 -1.5370 -3.1195
H: -0.0603 -0.8479 -6.7878
H: -0.5180 -0.1156 -5.3301
N: 4.3673 -1.7896 1.0061
C: 4.4776 -2.9313 1.7391
N: 4.8644 -4.0265 1.0073
O: 4.3488 -2.9837 2.9515
H: 4.0822 -0.9116 1.4285
H: 4.5863 -1.9264 0.0360
H: 4.8044 -4.0140 0.0060
H: 4.9269 -4.8986 1.4957
N: 0.4889 2.8027 -0.4201
C: 1.1348 3.9479 -0.0739
N: 0.2884 4.9579 0.3482
O: 2.3336 4.1123 -0.1551
H: -0.5142 2.7270 -0.4501
H: 1.0640 2.0273 -0.7267
H: 0.7237 5.8582 0.4503
H: -0.6800 4.9612 0.0877
N: 1.3911 2.4538 -5.9021
C: 2.3052 2.2674 -4.9031
N: 1.7985 2.1998 -3.6356
O: 3.5063 2.2242 -5.1062
H: 1.7296 2.2722 -6.8275
H: 0.4261 2.6220 -5.6938
H: 2.4303 1.9336 -2.9001
H: 0.8140 2.1218 -3.4562
N: -0.8124 -5.2704 1.7370
C: 0.2949 -5.8376 1.1503
N: 1.4682 -5.5200 1.7533
O: 0.2199 -6.5565 0.1641
H: -1.6236 -5.1501 1.1578
H: -0.6037 -4.4635 2.3192
H: 2.3707 -5.9004 1.5504
H: 1.4166 -4.9678 2.5947
N: -0.2201 2.8353 3.1328
C: -0.5945 1.9995 4.1147
N: -1.9497 1.7267 4.0062
O: 0.1042 1.6421 5.0600
H: -0.7529 2.9166 2.2780
H: 0.6971 3.2390 3.0471
H: -2.3962 2.3352 3.3480
H: -2.4279 1.1844 4.6939
N: 2.8900 1.7951 4.0635
C: 3.1780 0.7299 3.2886
N: 2.1372 -0.1287 3.1255
O: 4.2358 0.6416 2.6715
H: 1.9852 1.8812 4.5208
H: 3.4794 2.5722 3.8185
H: 1.4367 -0.0776 3.8480
H: 2.2816 -1.0117 2.6631
N: -3.7270 3.8140 0.6697
C: -3.2329 2.5406 0.7469
N: -4.1628 1.5659 0.5073
O: -2.0374 2.2607 0.6393
H: -4.7207 3.9583 0.6398
H: -3.1876 4.5063 0.1820
H: -3.9525 0.5782 0.3809
H: -5.1085 1.8931 0.6101
C: -1.9043 0.6667 -2.6147
C: -2.1245 1.9076 -3.4731
C: -1.9145 3.2120 -2.7382
O: -1.2573 1.7921 -4.6326
H: -1.9655 -0.2125 -3.2531
H: -2.7020 0.6878 -1.8657
H: -0.9734 0.6302 -2.0422
H: -3.1571 1.9163 -3.8390
H: -0.8479 3.4778 -2.8186
H: -2.0110 3.1712 -1.6529
H: -2.4279 4.0286 -3.2456
H: -1.6192 2.4300 -5.2603

Atomic partial charges in e from the Löwdin method, atoms 1 to 99:
1 N 0.207
2 C -0.678
3 N 0.182
4 O -0.018
5 H 0.052
6 H 0.058
7 H 0.059
8 H 0.093
9 N 0.187
10 C -0.643
11 N 0.187
12 O -0.032
13 H 0.116
14 H 0.110
15 H 0.091
16 H 0.078
17 N 0.161
18 C -0.631
19 N 0.205
20 O -0.033
21 H 0.104
22 H 0.101
23 H 0.109
24 H 0.074
25 N 0.151
26 C -0.673
27 N 0.151
28 O 0.034
29 H 0.040
30 H 0.087
31 H 0.100
32 H 0.049
33 N 0.167
34 C -0.695
35 N 0.142
36 O 0.013
37 H 0.063
38 H 0.098
39 H 0.090
40 H 0.093
41 N 0.169
42 C -0.680
43 N 0.144
44 O 0.048
45 H 0.025
46 H 0.070
47 H 0.099
48 H 0.066
49 N 0.154
50 C -0.679
51 N 0.172
52 O 0.030
53 H 0.103
54 H 0.054
55 H 0.104
56 H 0.045
57 N 0.146
58 C -0.690
59 N 0.167
60 O 0.010
61 H 0.079
62 H 0.040
63 H 0.095
64 H 0.088
65 N 0.188
66 C -0.651
67 N 0.158
68 O -0.002
69 H 0.058
70 H 0.106
71 H 0.074
72 H 0.089
73 N 0.164
74 C -0.666
75 N 0.185
76 O 0.020
77 H 0.053
78 H 0.111
79 H 0.057
80 H 0.073
81 N 0.167
82 C -0.630
83 N 0.184
84 O -0.041
85 H 0.099
86 H 0.098
87 H 0.068
88 H 0.097
89 C -0.041
90 C -0.443
91 C -0.044
92 O -0.093
93 H 0.081
94 H 0.072
95 H 0.061
96 H 0.136
97 H 0.079
98 H 0.043
99 H 0.085

***

No. 3
Computed, not measured: 12 unconnected molecules or ions with the total composition C14H52O19, with the ωB97M-V functional and the def2-TZVPD basis.

Structure (SMILES) = OCCO.OCCO.OCCO.OCCO.OCCO.OCCO.OCCO.O.O.O.O.O
Energy = -54257.5624 eV
ΔE to the lowest compared entry with this formula, charge and spin = 95.9 kcal per mole

Cartesian coordinates (Å):
O: 2.9533 3.4846 -1.6166
C: 2.6203 3.3106 -0.2186
C: 1.1063 3.2226 -0.2606
O: 0.6213 2.6256 0.9644
H: 2.7463 2.6846 -1.9926
H: 3.0603 2.4036 0.1604
H: 2.9883 4.0696 0.4124
H: 0.7013 2.5816 -1.0726
H: 0.5863 4.1766 -0.3766
H: 0.7853 1.6526 0.9404
O: -0.5037 -0.4444 5.0634
C: -1.1427 -0.9164 3.9794
C: -2.3947 -1.8184 4.1124
O: -2.0057 -3.2134 4.3524
H: -0.1857 0.3856 4.7884
H: -1.5657 0.0426 3.5934
H: -0.5397 -1.3344 3.1734
H: -2.9097 -1.8054 3.1824
H: -3.0777 -1.4294 4.8864
H: -1.4477 -3.2854 5.1444
O: -2.0237 4.1646 0.1684
C: -2.2047 3.0406 -0.7906
C: -1.7227 3.3336 -2.2666
O: -2.4027 2.3186 -3.0236
H: -2.8217 4.6596 0.3214
H: -1.5837 2.2006 -0.3916
H: -3.2557 2.7996 -0.6266
H: -0.6147 3.4066 -2.4036
H: -2.1657 4.2826 -2.5696
H: -2.3257 2.4146 -3.9776
O: -4.5107 -0.9564 -0.3996
C: -4.8827 -0.2604 0.7724
C: -3.7247 0.4516 1.3754
O: -3.7917 0.8066 2.6974
H: -4.8427 -0.4964 -1.1396
H: -5.7297 0.4066 0.5684
H: -5.1357 -0.9054 1.5664
H: -3.6717 1.4076 0.7894
H: -2.7147 0.0026 1.1794
H: -3.0947 1.4266 2.8184
O: 1.0693 -2.5854 -0.9346
C: 1.6753 -3.3124 -1.9666
C: 3.0773 -3.7664 -1.5436
O: 3.6843 -4.4504 -2.5166
H: 1.5623 -2.6854 -0.0986
H: 1.1223 -4.0874 -2.4766
H: 1.8183 -2.6324 -2.8546
H: 2.7993 -4.5504 -0.7736
H: 3.7323 -3.0304 -1.0786
H: 3.9273 -3.8294 -3.1946
O: -2.2647 -0.5434 -4.3326
C: -2.5827 -0.7494 -3.0206
C: -1.1857 -0.6954 -2.3386
O: -1.5147 -0.5814 -0.9856
H: -2.3217 0.4056 -4.4546
H: -3.1207 0.1086 -2.6776
H: -3.0817 -1.6554 -2.7546
H: -0.6257 0.1396 -2.6496
H: -0.5007 -1.6274 -2.5666
H: -2.3587 -1.0274 -0.8806
O: 2.2743 1.0846 -2.5406
C: 2.8333 0.1196 -1.6246
C: 4.2743 -0.1374 -1.7866
O: 4.4003 -0.5914 -3.0786
H: 2.0713 0.7126 -3.4156
H: 2.6443 0.4306 -0.6506
H: 2.2693 -0.8144 -1.8176
H: 4.4573 -0.8554 -1.0276
H: 4.8813 0.7596 -1.6836
H: 4.2223 0.1576 -3.6486
O: 0.2653 1.9326 3.8294
H: 0.6053 2.6706 4.3034
H: 0.4103 2.1476 2.9564
O: 3.5883 0.5276 2.0664
H: 2.9513 0.1626 2.6064
H: 4.2733 0.9036 2.5954
O: 2.5233 -2.0244 1.2274
H: 3.2223 -2.6184 1.4074
H: 1.7133 -2.5094 1.5244
O: 0.4773 -0.0474 1.0114
H: -0.1537 -0.1334 0.3064
H: 1.1333 -0.8024 0.9734
O: 0.3793 -3.3174 2.1184
H: 0.5703 -4.1944 1.8194
H: -0.3727 -3.3054 2.7434

The net atomic charges from Löwdin, expressed in e, are:
1 O -0.057
2 C -0.182
3 C -0.214
4 O -0.124
5 H -0.038
6 H 0.089
7 H 0.107
8 H 0.098
9 H 0.119
10 H 0.030
11 O -0.020
12 C -0.303
13 C -0.169
14 O -0.095
15 H 0.014
16 H 0.108
17 H 0.092
18 H 0.092
19 H 0.127
20 H 0.093
21 O -0.088
22 C -0.174
23 C -0.178
24 O -0.095
25 H 0.063
26 H 0.104
27 H 0.101
28 H 0.117
29 H 0.111
30 H 0.089
31 O -0.034
32 C -0.219
33 C -0.292
34 O -0.030
35 H 0.063
36 H 0.138
37 H 0.107
38 H 0.107
39 H 0.129
40 H 0.078
41 O -0.097
42 C -0.257
43 C -0.316
44 O -0.015
45 H 0.019
46 H 0.119
47 H 0.117
48 H 0.143
49 H 0.110
50 H 0.094
51 O -0.037
52 C -0.267
53 C -0.208
54 O -0.090
55 H 0.068
56 H 0.093
57 H 0.123
58 H 0.090
59 H 0.143
60 H 0.056
61 O -0.077
62 C -0.206
63 C -0.253
64 O -0.038
65 H 0.112
66 H 0.079
67 H 0.113
68 H 0.110
69 H 0.137
70 H 0.088
71 O 0.022
72 H 0.053
73 H -0.028
74 O -0.002
75 H -0.015
76 H 0.035
77 O -0.054
78 H 0.058
79 H 0.011
80 O -0.035
81 H 0.011
82 H 0.039
83 O -0.024
84 H 0.059
85 H 0.054

***

Ordered strongest force on any atom results: 9.76, 3.80, 4.80; unit eV/A.
Ordered lowest unoccupied orbital energy results: -0.9, -0.5, 0.2; unit eV.